Here is C14H19CaCl as an isolated structure at a distorted geometry from the OMol25 dataset. Energies are from the ωB97M-V functional and the def2-TZVPD basis.

```
35
Properties=species:S:1:pos:R:3:forces:R:3:nbo_charge:R:1
C 1.97950 -2.26547 1.08389 -0.13 0.07 -0.33 -0.357
C 2.03286 -2.25439 -0.34968 -0.43 -0.83 0.24 -0.382
C 0.70145 -2.51087 -0.83837 0.16 0.05 0.76 -0.452
H 2.95391 -2.20694 -0.96377 -0.86 0.25 0.48 0.220
C -0.17977 -2.60861 0.30734 0.66 -0.27 -0.15 -0.434
C 0.62737 -2.43943 1.48428 -0.18 -0.39 -0.46 -0.373
H 0.26939 -2.51927 2.52698 0.24 0.14 -0.78 0.198
H 2.83991 -2.21153 1.78343 -0.69 0.23 -0.69 0.198
H 0.40299 -2.52482 -1.89886 0.19 -0.10 0.62 0.223
H -1.24510 -2.92179 0.30046 0.83 0.54 -0.07 0.203
Ca 0.46247 0.01903 -0.22319 0.58 -0.05 -0.35 1.764
Cl 2.63797 1.31669 -0.33421 0.62 0.35 0.68 -0.913
C 1.14420 2.11095 -3.09130 0.09 -0.40 -0.72 -0.352
C -0.07767 1.48245 -3.44364 0.41 -0.09 0.04 -0.418
C 0.23211 0.28792 -4.14129 0.30 0.02 0.03 -0.394
H -1.06322 1.90947 -3.33354 -0.17 0.00 0.15 0.179
C 1.64204 0.17485 -4.21531 -0.25 0.67 0.05 -0.371
C 2.20532 1.30374 -3.56976 -0.77 0.10 -0.53 -0.331
H 3.25425 1.56170 -3.55394 0.06 -0.12 0.30 0.182
H 1.25067 3.08765 -2.64421 0.00 -0.06 0.27 0.188
H -0.47464 -0.35606 -4.64597 -0.12 -0.16 0.11 0.171
H 2.18718 -0.56910 -4.77981 0.05 -0.19 0.12 0.171
C -2.88536 1.71033 3.01888 0.01 0.35 0.19 -0.613
C -1.49063 1.27313 2.55534 -0.54 -0.73 -0.04 -0.229
C -1.11228 0.06958 3.42097 0.34 0.04 0.28 -0.602
C -1.39211 0.82145 1.11953 0.75 0.14 0.03 -1.105
H -3.64093 0.90877 2.92343 0.31 0.29 -0.13 0.184
H -3.17387 2.59144 2.43200 -0.29 -0.17 0.18 0.191
H -2.79106 1.98256 4.08449 -0.39 0.16 -0.08 0.160
H -0.84303 2.14998 2.79292 0.00 -0.56 -0.25 0.171
H -1.68566 -0.81292 3.08605 0.21 0.28 0.08 0.194
H -0.04654 -0.14680 3.29623 -0.16 -0.15 0.12 0.217
H -1.33895 0.22574 4.48906 0.13 0.00 -0.15 0.165
H -1.64045 1.58633 0.37105 -0.52 -0.27 -0.01 0.178
H -1.74233 -0.22580 0.95052 -0.44 0.84 0.00 0.167
```
Positions in Å, forces in eV/Å.

Values from the calculation:
Maximum force ... 1.02 eV/Å
Lowest unoccupied orbital energy ... 5.49 eV
Net charge ... -2

=====

Here is C14H19CaF3N5O3PS as an isolated structure from the OMol25 dataset. Energies are from the ωB97M-V functional and the def2-TZVPD basis.

```
47
Properties=species:S:1:pos:R:3:forces:R:3:nbo_charge:R:1
Ca 0.00868 0.00157 -0.61403 0.08 0.27 -0.24 1.783
F -1.38879 -5.04307 -0.35979 0.08 0.05 -0.14 -0.369
C -0.84371 -5.10370 -1.62786 -0.19 0.06 0.20 0.988
F -0.43353 -6.35418 -1.78536 0.08 -0.13 -0.05 -0.296
F -1.83608 -4.87781 -2.48159 0.07 0.00 0.04 -0.291
C 0.29077 -4.11817 -1.74617 -0.03 0.04 -0.03 -0.226
C 1.56598 -4.57051 -2.03806 0.02 -0.02 0.03 -0.081
C 2.61221 -3.66382 -2.12541 -0.09 0.18 0.01 -0.257
C 2.33306 -2.33385 -1.88151 0.21 -0.15 -0.02 0.078
N 1.10626 -1.88467 -1.59978 0.01 -0.04 -0.09 -0.622
C 0.07424 -2.74547 -1.56491 -0.21 -0.08 -0.05 0.103
S -1.53206 -2.02989 -1.34348 -0.10 -0.23 0.04 -0.442
H 1.74188 -5.62579 -2.19866 -0.02 0.01 -0.01 0.257
H 3.61311 -3.98054 -2.37382 0.03 -0.01 0.02 0.253
H 3.11839 -1.58784 -1.91201 0.00 -0.03 0.00 0.210
N -1.84886 -3.06372 1.56190 0.00 0.09 -0.37 -0.732
C -1.94476 -1.96932 2.56453 -0.11 0.00 0.05 -0.617
P -1.11578 -0.41562 2.03291 0.28 -0.27 0.40 2.125
O -1.91744 0.43121 1.08498 -0.17 0.20 -0.03 -1.174
O 0.27256 -0.72895 1.55223 -0.05 -0.12 0.30 -1.180
C -1.07651 0.58138 3.60332 -0.03 0.09 0.03 -0.620
N -1.97343 1.77320 3.38613 -0.08 0.13 -0.20 -0.690
H -0.98528 -3.59778 1.66806 0.00 0.03 -0.07 0.446
H -1.84457 -2.69233 0.52889 0.07 -0.15 0.18 0.436
H -2.62303 -3.72415 1.64630 0.04 -0.02 -0.01 0.448
H -1.47615 -2.31339 3.48784 -0.02 0.06 0.02 0.257
H -3.00009 -1.78064 2.77002 0.06 0.06 -0.04 0.258
H -0.05949 0.93863 3.76488 -0.04 -0.07 -0.04 0.275
H -1.40170 0.05788 4.50014 0.04 -0.05 -0.04 0.260
H -2.23219 1.76229 2.36707 0.05 -0.01 0.25 0.482
H -1.50930 2.65422 3.61620 -0.06 -0.04 -0.02 0.451
H -2.82949 1.72346 3.94217 0.04 0.02 -0.06 0.448
N 3.73691 4.82803 -0.88224 0.11 0.00 -0.08 -0.810
C 2.50121 5.31682 -0.61508 -0.07 -0.15 0.24 0.644
O 2.28336 6.31368 0.03204 -0.03 0.11 -0.06 -0.556
C 1.33972 4.47081 -1.07178 -0.08 -0.01 -0.08 -0.150
C 0.20232 5.10356 -1.56490 0.02 -0.09 0.03 -0.087
C -0.89862 4.33579 -1.89898 0.05 -0.12 0.03 -0.235
C -0.84201 2.96857 -1.67940 -0.17 0.07 -0.06 0.053
N 0.23179 2.34947 -1.17613 0.03 0.10 -0.06 -0.606
C 1.30931 3.09754 -0.90240 0.16 0.13 0.04 0.036
H 4.51558 5.41790 -0.62758 0.00 -0.02 -0.02 0.424
H 3.87577 4.19500 -1.65120 0.03 0.01 -0.01 0.398
H 0.19727 6.17973 -1.67047 0.00 0.04 -0.01 0.262
H -1.79279 4.77923 -2.30915 -0.04 0.02 -0.02 0.252
H -1.70072 2.34371 -1.90835 0.02 0.03 -0.01 0.206
H 2.17602 2.58151 -0.49949 -0.01 0.02 -0.01 0.206
```
Positions in Å, forces in eV/Å.

Values from the calculation:
Maximum force ... 0.56 eV/Å
Lowest unoccupied orbital energy ... -5.71 eV
Net charge ... +2

=====

Here is a 4-piece molecular cluster, C14H19Cl2N3 overall at a distorted geometry from the OMol25 dataset. Energies are from the ωB97M-V functional and the def2-TZVPD basis.

```
38
Properties=species:S:1:pos:R:3:forces:R:3:nbo_charge:R:1
N -0.87849 -0.16358 0.69584 1.26 0.77 1.07 -0.507
C -1.21277 -1.27666 -0.01388 0.00 1.71 -0.03 -0.069
C -0.03031 -1.88342 -0.29455 -0.14 -2.82 -0.31 -0.333
C 1.01468 -1.28807 0.41278 0.34 1.38 0.32 -0.314
C 0.49918 -0.12921 0.96813 -1.40 -0.93 -0.08 -0.096
H -1.53095 0.52004 1.05229 0.05 0.10 -0.21 0.434
H -2.25065 -1.37412 -0.29620 0.24 -0.43 -0.20 0.217
H 0.07070 -2.84358 -0.77858 -0.09 0.06 -0.23 0.216
H 2.01062 -1.68399 0.54605 0.03 0.25 -0.30 0.224
H 0.95793 0.65497 1.55211 -0.24 -0.12 0.01 0.220
N -3.57247 1.56337 2.63693 1.06 1.41 -1.55 -0.512
C -2.48156 2.31581 2.99937 1.45 1.06 -0.77 -0.075
C -1.86627 2.98085 1.84680 -2.74 -2.20 1.86 -0.316
C -2.72754 2.60987 0.77068 -1.55 -0.83 1.32 -0.310
C -3.75110 1.76658 1.28960 0.88 0.58 -1.16 -0.107
H -4.15238 0.98920 3.23201 0.25 0.28 -0.08 0.427
H -2.29267 2.40250 4.05918 0.47 -0.03 -0.13 0.209
H -0.98283 3.59848 1.77997 -0.18 -0.03 0.34 0.242
H -2.76626 3.01097 -0.23134 0.37 -0.26 -0.04 0.239
H -4.55544 1.30601 0.73524 0.01 0.00 0.17 0.213
N 0.82420 1.48559 -1.73753 0.85 0.31 0.19 -0.513
C 0.22039 1.97681 -2.84017 -1.99 -0.47 -0.71 -0.070
C -0.03069 3.29494 -2.64502 0.08 1.28 -0.98 -0.317
C 0.65805 3.69955 -1.49914 0.34 -0.16 0.96 -0.307
C 1.16267 2.55191 -0.93818 -0.03 -0.27 0.69 -0.080
H 0.81013 0.51798 -1.44835 0.40 0.04 -0.07 0.436
H -0.16568 1.39342 -3.66296 0.14 -0.39 0.31 0.208
H -0.63363 3.97019 -3.23402 0.25 -0.22 -0.42 0.215
H 0.79429 4.71394 -1.15436 -0.09 -0.15 0.16 0.217
H 1.68852 2.38753 -0.00928 0.00 0.06 -0.15 0.204
Cl 3.26113 -3.40612 -2.08251 -0.35 0.08 0.12 -0.046
C 3.72875 -4.66885 -0.92545 0.70 -0.83 0.34 -0.392
C 2.57775 -5.12705 -0.03313 -0.62 0.75 -0.13 -0.383
Cl 3.02898 -6.18625 1.35023 0.20 0.18 -0.65 -0.058
H 4.57987 -4.29111 -0.35886 -0.23 0.06 0.12 0.222
H 4.09861 -5.49733 -1.52953 -0.07 -0.02 0.11 0.218
H 1.81533 -5.62047 -0.63592 0.17 -0.25 0.12 0.219
H 2.07993 -4.27069 0.42176 0.17 0.06 -0.02 0.222
```
Positions in Å, forces in eV/Å.

Values from the calculation:
Maximum force ... 3.98 eV/Å
Structure (SMILES) ... c1cc[nH]c1.c1cc[nH]c1.c1cc[nH]c1.ClCCCl
Lowest unoccupied orbital energy ... 0.70 eV

=====

Here is C14H19Cl2PdS5 as an isolated structure at a distorted geometry from the OMol25 dataset. Energies are from the ωB97M-V functional and the def2-TZVPD basis.

```
41
Properties=species:S:1:pos:R:3:forces:R:3:nbo_charge:R:1
Pd -16.19765 3.55393 4.04560 0.08 0.71 -0.67 0.483
C -17.82840 6.20344 2.68537 0.60 0.70 0.05 -0.563
C -16.35789 6.62617 2.61862 0.29 -1.74 -0.37 -0.535
S -15.10664 5.71605 3.59049 0.17 0.68 0.20 0.333
C -15.26489 6.61594 5.16206 -1.61 1.04 0.00 -0.556
C -16.49936 6.19150 6.01326 -0.19 0.09 -1.32 -0.548
S -16.42380 4.40612 6.20669 -0.42 0.23 0.69 0.465
C -18.16325 3.99176 6.52125 0.44 -0.69 0.78 -0.545
C -18.22062 2.45218 6.31020 -0.13 -0.40 1.10 -0.577
S -17.74433 1.86802 4.64231 -1.05 -0.30 0.41 0.338
C -19.21656 2.34899 3.65548 0.44 -1.35 0.28 -0.543
C -19.39796 3.78155 3.27859 0.38 -0.01 -0.54 -0.517
S -17.85239 4.42023 2.47028 -0.89 -0.57 0.47 0.439
H -18.36839 6.68495 1.86723 0.02 -0.21 -0.14 0.295
H -18.28798 6.57880 3.59436 -0.17 -0.46 0.26 0.247
H -16.17992 7.62340 2.85048 -0.13 1.95 0.58 0.269
H -15.93466 6.52887 1.64103 -0.14 -0.21 -0.96 0.265
H -15.27854 7.70846 4.89310 -0.15 -1.02 0.35 0.286
H -14.40489 6.48095 5.76561 1.13 -0.34 0.33 0.268
H -17.49518 6.42921 5.58948 0.69 -0.01 -0.11 0.233
H -16.51303 6.60249 6.99891 0.37 0.49 0.72 0.283
H -18.79256 4.62845 5.91389 -0.14 -0.21 -0.37 0.231
H -18.37677 4.29597 7.56235 0.09 -0.49 -0.27 0.291
H -19.19595 1.97564 6.61437 0.84 0.65 -0.50 0.298
H -17.45526 1.96911 6.98375 -0.72 0.48 -0.57 0.276
H -20.05471 1.98488 4.26700 0.02 0.16 -0.41 0.282
H -19.12830 1.71592 2.77629 -0.17 -0.15 -0.10 0.264
H -19.63619 4.31688 4.17246 -0.15 0.90 0.13 0.233
H -20.21276 3.80764 2.55209 0.04 0.41 0.05 0.290
Cl -14.83991 1.59169 1.24059 -1.18 0.78 -0.18 0.225
C -13.51475 0.91033 1.93546 1.62 -0.80 -0.26 0.077
C -12.73284 0.03921 1.02980 -2.19 1.12 1.35 -0.191
C -11.68035 -0.63571 1.57004 0.26 0.26 -1.28 -0.125
C -11.32017 -0.44278 2.91323 -0.36 -0.20 1.79 -0.037
C -12.03763 0.46913 3.73449 0.74 -0.86 0.06 -0.085
Cl -11.58770 0.59791 5.37988 -0.07 0.28 0.28 0.162
C -13.16408 1.20350 3.33312 1.24 -1.79 -1.97 -0.291
S -14.00774 2.18546 4.40729 0.28 -0.12 0.14 0.416
H -13.27229 -0.04007 0.05818 1.31 -0.32 0.54 0.284
H -11.03816 -1.27380 0.97532 -0.27 -0.18 -0.11 0.283
H -10.55952 -1.17130 3.35155 -0.93 1.50 -0.40 0.298
```
Positions in Å, forces in eV/Å.

Values from the calculation:
Maximum force ... 2.94 eV/Å
Expectation value of S² ... 6.037
2S+1 ... 5
Lowest unoccupied orbital energy (alpha / beta) ... -9.04 / -13.10 eV
Net charge ... +3

=====

Here is C14H19Cl7MnN3O6 as an isolated structure at a distorted geometry from the OMol25 dataset. Energies are from the ωB97M-V functional and the def2-TZVPD basis.

```
50
Properties=species:S:1:pos:R:3:forces:R:3:nbo_charge:R:1
Mn -0.53321 -2.76735 -2.18732 1.75 2.04 1.32 1.768
Cl -0.17803 0.33206 -0.43933 -0.46 1.59 1.83 2.557
O -0.20552 -0.07402 0.92999 0.01 0.04 -0.69 -0.780
O 0.83166 1.33200 -0.65560 -0.61 -0.74 -0.27 -0.800
O 0.19183 -0.84635 -1.25341 0.52 -3.38 -2.02 -1.055
O -1.46353 0.69400 -0.92906 -0.22 0.54 -0.01 -0.823
N -2.79805 -2.43819 3.31340 -0.77 0.51 -0.15 -0.430
C -3.84915 -3.18223 3.70088 0.95 -0.07 0.21 0.028
C -5.17569 -2.81193 3.55931 0.39 0.51 -0.54 -0.267
C -5.40626 -1.60561 2.90111 -0.56 0.80 0.46 -0.161
C -4.36402 -0.75393 2.55229 0.36 -1.01 0.66 -0.272
C -3.08160 -1.23218 2.80654 0.24 0.15 -0.23 0.028
H -3.51107 -4.08012 4.20457 -0.52 -0.25 -0.01 0.198
H -5.99087 -3.39125 3.96521 0.04 -0.15 -0.10 0.232
H -6.41001 -1.20870 2.80387 -0.14 -0.29 -0.09 0.218
H -4.50856 0.26783 2.23507 -0.14 -0.08 -0.26 0.228
H -2.24018 -0.58010 2.60180 0.17 -0.13 -0.04 0.199
N 1.46649 -3.46361 -2.25450 0.82 -0.26 0.08 -0.691
C 1.80903 -4.78797 -2.12747 -1.45 0.31 0.07 0.045
C 3.07633 -5.27540 -2.13871 0.80 0.41 -0.08 -0.236
C 4.12026 -4.36493 -2.34537 0.27 -0.24 0.72 -0.071
C 3.84597 -3.01758 -2.40412 -0.68 -0.71 -0.49 -0.229
C 2.51686 -2.61243 -2.34466 0.67 0.61 -0.74 0.084
H 0.97425 -5.46782 -2.00822 0.00 -0.05 0.02 0.206
H 3.25531 -6.32797 -1.97937 -0.03 -0.03 -0.13 0.263
H 5.16091 -4.66214 -2.36209 -0.09 -0.33 -0.17 0.251
H 4.64169 -2.32919 -2.64628 -0.16 0.30 0.35 0.261
H 2.42988 -1.54603 -2.51538 -1.07 -0.02 0.34 0.245
C 1.18500 4.28216 1.13452 -0.97 -0.03 -0.41 -0.493
N 1.86717 4.78770 2.32447 1.88 0.14 0.95 0.523
O 1.82533 4.11411 3.33981 -0.56 -0.28 -0.38 -0.386
O 2.50971 5.81652 2.25545 -0.39 0.13 -0.52 -0.361
H 1.60578 3.35625 0.75104 0.20 -0.10 0.55 0.239
H 1.20632 5.00147 0.32203 0.10 0.32 0.34 0.230
H 0.17133 4.11977 1.49229 -0.03 -0.20 -0.34 0.245
C 3.32172 -0.02589 1.37207 0.74 -0.10 0.00 -0.380
Cl 4.96697 0.48757 1.76396 0.20 0.00 -0.10 -0.012
Cl 3.20841 -1.82153 1.40684 -0.28 0.46 0.05 -0.067
H 2.71455 0.46220 2.12559 -0.49 -0.45 -0.18 0.244
H 3.12272 0.28082 0.35262 -0.27 0.09 0.14 0.218
C 0.36117 2.78842 -3.53277 0.45 0.68 -0.14 -0.387
Cl 1.84749 3.02388 -4.47692 0.21 -0.37 0.10 -0.034
Cl -0.90800 3.74992 -4.30337 -0.34 -0.35 0.18 -0.021
H 0.12381 1.73175 -3.48328 -0.19 0.09 -0.17 0.203
H 0.54921 3.19318 -2.54510 -0.17 -0.09 0.00 0.236
C -2.90502 4.07622 -1.14830 -0.21 0.19 -0.52 -0.393
Cl -4.03447 4.85674 -0.01869 0.27 -0.38 -0.25 -0.009
Cl -1.22169 4.49572 -0.79981 -0.19 -0.07 0.03 -0.045
H -3.00876 2.99563 -1.16143 -0.01 0.04 0.48 0.225
H -3.11347 4.42851 -2.15417 -0.05 0.20 0.12 0.227
```
Positions in Å, forces in eV/Å.

Values from the calculation:
Maximum force ... 3.97 eV/Å
Expectation value of S² ... 8.754
2S+1 ... 6
Lowest unoccupied orbital energy (alpha / beta) ... -7.21 / -7.31 eV
Net charge ... +1

=====

Here is C14H19ClN5O5Os as an isolated structure at a distorted geometry from the OMol25 dataset. Energies are from the ωB97M-V functional and the def2-TZVPD basis.

```
45
Properties=species:S:1:pos:R:3:forces:R:3:nbo_charge:R:1
Os 0.66624 0.36265 -0.10336 -1.52 -2.59 0.65 1.319
O -1.63804 -1.41874 2.65625 0.30 0.08 0.17 -0.385
C -1.03065 -1.38329 1.64565 -0.32 -0.04 -1.10 0.658
N -0.79406 -0.10299 0.94257 0.17 1.61 0.81 -0.325
C -1.86691 0.86331 1.19325 -0.16 -0.08 0.11 -0.321
C -1.70244 2.02049 0.27496 0.03 0.21 0.11 0.220
C -2.59798 3.07076 0.20488 0.06 -0.05 -0.02 -0.200
C -2.39146 4.05869 -0.74425 0.01 -0.03 -0.02 -0.074
C -1.30534 3.95307 -1.60602 0.03 -0.01 0.03 -0.202
C -0.44660 2.88331 -1.48314 -0.05 0.02 -0.13 0.048
N -0.63668 1.93658 -0.54510 -0.01 -0.35 0.28 -0.455
C -0.56409 -2.45666 0.76014 -0.15 -0.31 0.37 0.014
C -0.71869 -3.78672 1.09172 0.12 -0.02 -0.28 -0.143
C -0.41211 -4.73067 0.11265 -0.01 0.01 -0.06 -0.102
C 0.00094 -4.28536 -1.13398 -0.11 0.07 0.15 -0.189
C 0.11428 -2.91532 -1.37164 0.09 -0.01 -0.49 0.042
N -0.15534 -2.00753 -0.43545 0.70 0.58 -0.32 -0.429
H -1.90616 1.12013 2.25645 0.14 0.14 -0.02 0.306
H -2.82597 0.37026 0.99244 0.04 -0.10 0.02 0.276
H -3.44744 3.10121 0.87415 0.01 0.02 0.02 0.267
H -3.07638 4.89249 -0.82331 0.00 0.00 0.00 0.271
H -1.11977 4.69245 -2.37209 -0.01 0.00 0.00 0.274
H 0.39428 2.76193 -2.14870 -0.01 -0.01 0.00 0.236
H -1.08509 -4.06504 2.07140 -0.02 0.04 0.01 0.282
H -0.52278 -5.78793 0.31491 0.02 -0.01 -0.01 0.275
H 0.22151 -4.98240 -1.93106 -0.01 0.03 -0.03 0.277
H 0.40695 -2.55327 -2.35131 0.02 0.04 0.08 0.242
N 5.71018 -0.84309 0.60330 0.02 -0.01 0.00 -0.684
C 4.61060 -1.64109 1.29170 -0.04 0.02 0.03 -0.249
C 3.25347 -0.94032 1.33277 -0.03 -0.26 0.06 -0.257
N 2.42649 -0.99617 0.08877 0.24 0.42 0.73 -0.786
H 6.58556 -0.90315 1.13409 0.01 -0.02 -0.01 0.472
H 5.47628 0.15158 0.52097 0.01 0.01 0.03 0.459
H 5.92320 -1.18684 -0.33672 -0.01 0.01 0.00 0.455
H 4.94370 -1.79334 2.31656 -0.02 0.02 0.01 0.271
H 4.56688 -2.61871 0.81428 0.03 0.01 -0.03 0.246
H 3.36526 0.09412 1.65065 -0.02 0.01 -0.03 0.241
H 2.67557 -1.44351 2.10899 0.02 0.04 0.03 0.253
H 2.09953 -1.94548 -0.05374 0.00 -0.12 -0.05 0.421
H 2.98123 -0.74646 -0.72955 -0.03 -0.07 -0.03 0.408
O 4.06286 1.61095 -0.26829 0.18 -0.01 0.40 -0.770
Cl 2.76049 2.09894 -0.49213 -0.55 -0.51 -1.29 2.517
O 2.68781 3.40675 -0.93179 0.00 0.52 0.30 -0.624
O 1.87057 1.79213 0.71892 0.22 0.44 -0.11 -0.736
O 2.06478 1.15562 -1.46720 0.61 0.26 -0.36 -0.817
```
Positions in Å, forces in eV/Å.

Values from the calculation:
Maximum force ... 3.08 eV/Å
Lowest unoccupied orbital energy (alpha / beta) ... -11.94 / -11.93 eV
Net charge ... +3